DFT (the ωB97M-V functional and the def2-TZVPD basis) results for 2 unconnected molecules or ions with the total composition C4H7O4P.

Computed properties:
- relative energy (zero: lowest compared OMol25 entry of this formula, charge and spin) (kJ/mol) = 527.4
- frontier orbital gap (spin up / spin down) (eV) = 5.304 / 5.959
- HOMO level (spin up / spin down) (eV) = 0.89 / 0.24
- net charge = -2
- maximum force (Eh/bohr) = 0.064
- electronic energy (eV) = -21735.42044

Positions of all 16 atoms, in Å:
P -2.46 0.64 1.08
O -2.24 1.70 2.14
O -3.25 1.15 -0.08
O -2.66 -0.72 1.70
O 0.41 1.08 0.89
C 1.99 -0.49 -1.61
C 0.58 -0.57 -2.04
C 0.23 -0.19 1.50
C -0.58 0.35 0.41
H 2.49 0.19 -2.34
H -0.34 0.03 2.44
H 0.27 0.42 -2.00
H 2.01 0.15 -0.75
H 2.72 -1.43 -1.23
H 0.92 -0.99 1.51
H -0.09 -1.31 -1.62

Löwdin population analysis, charges in e, atoms 1 to 2:
1 P 0.03
2 O -0.45

***

DFT (the ωB97M-V functional and the def2-TZVPD basis) results for C4H7OP in the gas phase.

Computed properties:
- relative energy (zero: lowest compared OMol25 entry of this formula, charge and spin) (kJ/mol) = 137.9
- SMILES = C#CP(C)(C)=O
- frontier orbital gap (eV) = 11.136
- HOMO level (eV) = -10.32
- maximum force (Eh/bohr) = 0.074
- electronic energy (eV) = -15596.00741

Positions of all 13 atoms, in Å:
P 0.23 0.95 0.09
O 0.27 2.41 0.03
C -0.55 0.31 -1.40
C 2.91 -0.33 -0.02
C -0.46 0.01 1.55
C 1.90 0.27 -0.29
H -0.21 1.04 -2.07
H -1.57 0.29 1.61
H 0.05 0.54 2.34
H 3.70 -0.96 0.25
H -0.33 -0.76 -1.67
H -0.25 -1.00 1.39
H -1.72 0.43 -1.51

Löwdin population analysis, charges in e, atoms 1 to 2:
1 P 0.51
2 O -0.35